Entry 1:
C6H14N2 | wB97M-V/def2-TZVPD

Each line ends with the Mulliken charge.
CARTESIAN COORDINATES (ANGSTROEM)
C1 0.8225 0.0915 -0.5986  -0.313
C2 0.0737 -0.7025 0.3175  0.377
C3 -1.5667 -0.6687 -0.8151  -0.681
C4 -0.4055 -0.1943 1.6492  -1.592
C5 -2.3233 0.6392 -0.8426  -0.971
N1 1.4570 -0.4914 -1.6751  -0.458
C6 2.3112 0.3138 0.8455  -0.141
N2 2.6277 1.2215 1.6556  -0.661
H1 0.4782 1.1015 -0.8039  0.362
H2 0.3327 -1.7569 0.2941  0.269
H3 1.9296 0.1184 -2.3224  0.221
H4 1.9011 -1.3844 -1.5206  0.215
H5 1.8654 1.8785 1.8551  0.269
H6 3.1051 -0.4191 0.6168  0.261
H7 -1.2994 -1.0302 -1.8067  0.375
H8 -2.1148 -1.4534 -0.2939  0.408
H9 -0.5161 0.8896 1.6440  0.319
H10 0.2816 -0.4828 2.4445  0.445
H11 -1.3699 -0.6347 1.9046  0.421
H12 -3.2848 0.5481 -1.3607  0.361
H13 -1.7575 1.4222 -1.3527  0.274
H14 -2.5476 0.9941 0.1656  0.240

Properties
* relative energy (zero: lowest compared OMol25 entry of this formula, charge and spin): 94.33 kcal/mol
* LUMO energy: 1.0 eV
* electronic energy: -346.37683 Ha



Entry 2:
C3H11ClN2Si | wB97M-V/def2-TZVPD

Each line ends with the Mulliken charge.
CARTESIAN COORDINATES (ANGSTROEM)
C1 1.0596 -1.4075 1.7048  -1.401
C2 -3.9907 1.4233 -0.4637  -0.252
C3 0.3848 -1.1324 0.3907  -0.495
N1 2.8373 -0.3460 -1.2269  -0.529
N2 -3.0400 2.1013 -0.9160  -0.463
Si1 1.3989 0.2234 -0.5272  0.599
Cl1 1.9420 1.7118 0.8302  -0.305
H1 1.8432 -2.0398 1.6672  0.451
H2 1.5140 -0.6384 2.2797  0.411
H3 0.2910 -1.8047 2.3966  0.302
H4 -4.3744 1.6137 0.6142  0.219
H5 0.7326 0.9756 -1.7848  -0.167
H6 -4.4452 0.7154 -1.0414  0.265
H7 -0.5379 -0.6710 0.6412  0.260
H8 0.1402 -2.0185 -0.1133  0.398
H9 3.2619 0.2165 -1.9919  0.229
H10 3.6305 -0.6424 -0.6426  0.241
H11 -2.6481 1.7196 -1.8169  0.238

Properties
* relative energy (zero: lowest compared OMol25 entry of this formula, charge and spin): 48.16 kcal/mol
* LUMO energy: 0.8 eV
* SMILES: CC[Si@H](N)Cl.C=N
* electronic energy: -980.11649 Ha



Entry 3:
C5H5ClN4 | wB97M-V/def2-TZVPD

Each line ends with the Mulliken charge.
CARTESIAN COORDINATES (ANGSTROEM)
C1 0.2390 0.4259 -0.2983  0.515
C2 0.3259 -0.0838 0.8764  0.594
C3 0.4531 1.0364 -1.4567  -0.833
C4 1.4011 1.9865 -1.7031  -0.045
C5 -0.8096 -0.6151 1.6491  -1.247
N1 1.6040 0.0229 1.4176  -0.077
N2 2.5559 0.7539 1.1559  -0.462
N3 2.7918 1.3544 0.0343  -0.242
N4 2.4365 2.1315 -0.8399  0.335
Cl1 3.6527 3.4017 -1.3722  -0.146
H1 -0.2671 0.9532 -2.3137  0.266
H2 1.4790 2.2758 -2.6529  0.407
H3 -0.9654 -0.1731 2.5737  0.328
H4 -1.6139 -0.5631 0.9499  0.322
H5 -0.6472 -1.7194 1.9138  0.286

Properties
* relative energy (zero: lowest compared OMol25 entry of this formula, charge and spin): 204.21 kcal/mol
* LUMO energy (alpha / beta): -1.5 / -1.5 eV
* electronic energy: -872.39978 Ha



Entry 4:
C5H9NO | wB97M-V/def2-TZVPD

Each line ends with the Mulliken charge.
CARTESIAN COORDINATES (ANGSTROEM)
C1 2.4323 0.7944 -0.3586  -0.573
O1 1.6090 0.8877 0.7922  -0.489
C2 -0.3661 -1.4206 0.5817  -0.840
C3 -1.4183 -0.7767 0.0665  0.690
C4 -1.5337 0.7055 -0.1950  -1.032
C5 -2.5617 -1.5547 -0.3484  0.101
N1 -3.4742 -2.1630 -0.7227  -0.454
H1 2.6429 1.7707 -0.8155  0.279
H2 1.8640 0.1975 -1.0778  0.259
H3 3.3806 0.2691 -0.1764  0.283
H4 -0.3775 -2.4972 0.7258  0.283
H5 0.5326 -0.8843 0.8681  0.346
H6 1.9870 1.4456 1.4818  0.257
H7 -2.4411 1.1108 0.2698  0.351
H8 -0.6558 1.2346 0.1822  0.248
H9 -1.6200 0.8806 -1.2739  0.292

Properties
* relative energy (zero: lowest compared OMol25 entry of this formula, charge and spin): 48.59 kcal/mol
* LUMO energy: 0.5 eV
* SMILES: C=C(C)C#N.CO
* electronic energy: -325.86012 Ha



Entry 5:
H4O2 | wB97M-V/def2-TZVPD

Each line ends with the Mulliken charge.
CARTESIAN COORDINATES (ANGSTROEM)
H1 -1.0191 0.0584 1.9220  0.304
H2 -0.6694 0.2847 0.4304  0.370
H3 1.1858 -0.8918 -0.7194  0.310
H4 1.1629 0.2456 -1.7296  0.312
O1 -1.3329 0.4633 1.1036  -0.639
O2 0.6728 -0.1601 -1.0070  -0.657

Properties
* relative energy (zero: lowest compared OMol25 entry of this formula, charge and spin): 1.41 kcal/mol
* LUMO energy: 0.6 eV
* SMILES: O.O
* electronic energy: -152.87269 Ha



Entry 6:
C48H39BrN8O4S2Sr | wB97M-V/def2-TZVPD

Each line ends with the Mulliken charge.
CARTESIAN COORDINATES (ANGSTROEM)
Sr1 -0.6000 -1.2789 1.3476  1.948
C1 6.9784 2.2307 1.7127  -1.320
C2 6.0051 1.1257 1.6470  1.138
C3 5.4400 0.6532 0.4562  -0.722
C4 4.4502 -0.2900 0.3979  -0.728
C5 3.8605 -0.7123 1.6390  0.280
C6 4.3456 -0.1862 2.8211  -0.107
C7 5.3841 0.7602 2.8409  -0.911
S1 2.4422 -1.8709 1.6255  1.332
O1 2.7723 -3.3054 1.6988  -0.664
O2 1.7347 -1.4580 0.4118  -0.739
N1 1.3954 -1.2526 2.7224  0.117
C8 1.1077 -2.0016 3.8066  0.370
C9 2.0903 -2.5354 4.6603  -0.584
C10 1.7312 -3.3397 5.7521  -0.475
C11 0.3657 -3.5280 6.0117  -0.742
C12 -0.5593 -2.8847 5.1230  -0.382
N2 -0.2629 -2.1701 4.0310  -0.256
H1 8.0522 2.0040 2.0606  0.266
H2 6.6676 3.0413 2.3841  0.331
H3 7.0125 2.6326 0.7206  0.401
H4 5.8133 1.1308 -0.4762  0.250
H5 4.1102 -0.8427 -0.4997  0.405
H6 3.9326 -0.5692 3.7412  0.076
H7 5.5967 1.3862 3.7053  0.354
H8 3.1613 -2.4501 4.4212  0.261
H9 2.5605 -3.7188 6.3575  0.411
H10 0.1325 -3.9659 6.9755  0.374
H11 -1.6369 -2.9149 5.3256  0.426
N3 -2.0783 3.1899 2.4867  -0.024
C13 -0.7471 3.6509 2.6605  0.167
C14 -0.1207 4.8699 2.8856  -0.885
C15 1.2536 4.8399 3.2542  -0.624
C16 1.9462 3.6407 3.0940  -0.305
C17 1.3824 2.3866 2.7540  -0.178
C18 0.0211 2.4187 2.4924  0.122
N4 -0.7820 1.3640 2.1754  0.475
C19 -2.0808 1.8526 2.1963  0.157
C20 -3.2879 1.2508 1.7440  -0.708
C21 -4.5716 1.6667 1.5113  -0.349
S2 -5.5057 0.3927 0.7901  -0.106
C22 -4.1715 -0.6854 0.9179  -0.375
N5 -3.0942 -0.2144 1.5000  0.169
H12 -2.8806 3.7271 2.6484  0.204
H13 -0.7279 5.8159 2.9110  0.341
H14 1.7290 5.7510 3.7227  0.346
H15 3.0532 3.7538 3.1342  0.335
H16 1.9619 1.4861 2.5860  0.280
H17 -5.0648 2.6084 1.6569  0.403
H18 -4.2081 -1.6899 0.5464  0.328
C23 -0.5651 -0.3582 -2.4828  -0.922
O3 -1.0972 -1.3156 -1.5332  0.178
C24 -1.8931 -2.3852 -1.8402  0.396
C25 -2.4994 -2.6088 -3.0234  -0.726
C26 -2.7452 -3.9283 -3.5426  -0.178
Br1 -2.9775 -4.2340 -5.3905  -0.159
C27 -2.6656 -4.9546 -2.6577  -0.811
C28 -2.5905 -4.6707 -1.2965  -0.254
C29 -2.0552 -3.4429 -0.8585  0.393
O4 -1.7388 -3.1920 0.4119  -0.719
C30 -2.9904 -5.6353 -0.2961  0.529
N6 -3.0017 -6.9379 -0.3724  -0.584
C31 -3.1140 -7.4120 0.9151  0.401
C32 -3.1488 -8.7356 1.2681  -0.877
C33 -3.3656 -9.0227 2.6366  -0.347
C34 -3.6368 -8.0060 3.5570  -0.631
C35 -3.4810 -6.6002 3.1278  -0.793
C36 -3.2664 -6.3665 1.8163  0.508
N7 -3.1655 -5.1531 1.0083  0.433
H19 0.2406 0.1350 -1.9097  0.179
H20 -1.3360 0.3565 -2.7880  0.400
H21 -0.0964 -0.8420 -3.3556  0.391
H22 -2.8641 -1.7915 -3.5874  0.598
H23 -2.6064 -6.0288 -2.8378  0.515
H24 -4.0384 -4.6667 1.1266  0.422
H25 -3.1273 -9.4719 0.4864  0.481
H26 -3.1267 -10.0181 3.0865  0.326
H27 -3.8160 -8.2786 4.5882  0.388
H28 -3.6892 -5.8187 3.8536  0.455
H29 -2.4758 -4.4066 1.1581  0.093
N8 -0.3548 3.9082 -3.6228  -0.649
C37 0.6397 4.8363 -3.7151  0.169
C38 1.0187 5.5736 -2.5414  -0.741
C39 2.1267 6.4250 -2.5132  -0.611
C40 2.8380 6.5890 -3.7833  -0.636
C41 2.3273 5.9651 -4.9044  -0.424
C42 1.1663 5.2154 -4.9920  0.568
C43 0.4085 4.8512 -6.1581  0.105
C44 0.5973 5.4833 -7.3563  -0.130
C45 -0.3711 5.4234 -8.3681  -0.734
C46 -1.4757 4.6342 -8.1491  0.008
C47 -1.6465 3.8798 -6.9961  -0.852
C48 -0.7527 4.0582 -5.9843  -0.017
H30 -0.3195 3.3574 -2.7889  0.025
H31 -0.8113 3.8044 -4.8384  0.383
H32 0.3955 5.3551 -1.6908  0.456
H33 2.2679 7.0811 -1.7098  0.409
H34 3.6564 7.2037 -3.9201  0.455
H35 2.9606 6.1504 -5.8179  0.198
H36 1.4906 6.0923 -7.4851  0.160
H37 -0.5545 6.2099 -9.1628  0.214
H38 -2.3088 4.6897 -8.9096  0.242
H39 -2.4747 3.2383 -6.9499  0.434

Properties
* relative energy (zero: lowest compared OMol25 entry of this formula, charge and spin): 148.61 kcal/mol
* LUMO energy: -1.6 eV
* electronic energy: -5992.45111 Ha